11
Properties=species:S:1:pos:R:3:forces:R:3 method="wB97M-V/def2-TZVPD" max_force_ha_per_bohr=0.17286 energy_ha=-819.0872 gap_ev=9.669 mol_weight_g_mol=125.51 total_charge=0
Cl 1.2292 -1.7181 0.5840 1.2 -0.9 0.0
O 2.4277 0.8020 -0.0754 -0.7 0.8 0.2
O -1.6616 -1.6170 0.3061 4.5 1.3 0.2
O 0.3981 1.9107 -0.4235 0.2 -5.8 -6.7
N 1.1913 0.7322 -0.1249 0.5 -0.1 0.2
C 0.4906 -0.3635 -0.0341 -0.3 1.6 -0.2
C -0.9667 -0.3482 -0.2155 -2.4 -4.3 -2.7
H -1.3493 0.3799 0.3488 -1.6 3.1 1.9
H -1.3572 -0.2500 -1.2949 1.0 0.0 1.5
H -0.7835 -2.0057 0.7020 -3.0 0.0 -0.6
H 0.3814 2.4777 0.2273 0.6 4.4 6.2